# 1
14
Properties=species:S:1:pos:R:3:lowdin_charge:R:1 method="wB97M-V/def2-TZVPD" homo_ev=-7.550 smiles=Cc1coc(N)c1 relative_energy_ev=1.807 homo_lumo_gap_ev=8.52 energy_ev=-8834.3960
C 1.655 -0.121 -1.539 -0.06
C 0.523 -0.276 -0.586 -0.28
C -0.548 0.432 -1.035 -0.14
O -1.448 0.634 -0.027 0.06
C -0.960 -0.033 1.026 -0.41
N -1.728 0.087 2.163 0.13
C 0.211 -0.686 0.751 0.02
H 1.065 0.484 -2.275 0.08
H 2.238 -1.010 -1.826 0.08
H 2.348 0.656 -1.217 0.08
H -0.960 0.349 -2.027 0.13
H -2.241 0.958 2.179 0.10
H -1.213 -0.083 3.012 0.10
H 0.737 -1.345 1.430 0.11

=====

# 2
14
Properties=species:S:1:pos:R:3:lowdin_charge:R:1 method="wB97M-V/def2-TZVPD" homo_ev="-7.413 / -7.416" smiles="NC=P1=NN=C[C@H]1S" relative_energy_ev=1.900 homo_lumo_gap_ev="6.71 / 6.72" energy_ev=-27797.9743
N 1.546 0.418 2.186 0.03
C 1.011 0.989 1.102 -0.32
P 0.900 0.082 -0.448 0.86
N 0.905 -1.454 -0.020 -0.35
N -0.304 -2.022 -0.252 -0.12
C -1.087 -1.314 -0.953 -0.33
C -0.774 0.133 -1.451 -0.83
S -2.071 1.264 -1.871 0.66
H 1.396 -0.586 2.412 0.12
H 2.162 0.951 2.773 0.10
H 1.387 2.038 0.847 0.08
H -2.054 -1.740 -1.225 0.09
H -0.170 -0.041 -2.460 0.08
H -2.848 1.280 -0.640 -0.07